Entry from the OMol25 dataset: C45H47F4N4O3P2STi as an isolated structure in a non-equilibrium geometry (the ωB97M-V functional and the def2-TZVPD basis).

```
107
Properties=species:S:1:pos:R:3:forces:R:3:lowdin_charge:R:1
Ti 0.694 -2.004 -1.073 3.368 -1.658 0.795 0.831
C -6.521 -1.651 -2.481 0.142 0.027 -0.136 -0.051
C -6.053 -1.408 -1.055 0.316 0.074 0.014 -0.161
N -4.590 -1.129 -0.974 -0.645 0.335 -0.233 0.004
C -3.768 -2.133 -0.693 -0.164 -0.371 0.148 0.055
C -2.405 -2.069 -0.757 -0.084 -0.190 0.055 -0.014
C -1.677 -3.312 -0.311 0.781 0.491 -0.431 -0.493
O -2.221 -4.148 0.342 -0.157 -0.392 0.137 0.149
O -0.383 -3.360 -0.690 -2.015 -1.006 0.617 -0.142
C -1.811 -0.864 -1.180 -0.722 0.223 0.117 -0.242
O -0.564 -0.710 -1.286 -1.433 2.004 -0.396 -0.099
C -2.688 0.260 -1.444 -0.028 -0.388 0.065 -0.039
C -2.173 1.499 -1.814 0.474 0.065 -0.069 0.096
C -2.999 2.559 -1.997 -0.256 0.098 0.035 -0.185
F -2.454 3.741 -2.323 0.137 0.219 -0.027 0.082
C -4.396 2.461 -1.839 0.011 0.446 -0.203 -0.127
C -4.904 1.222 -1.532 -0.342 -0.418 0.079 0.059
C -4.069 0.116 -1.319 -0.361 -0.115 0.072 -0.102
N -5.296 3.546 -2.024 0.070 0.170 0.077 -0.084
C -6.289 3.803 -0.973 0.200 0.092 -0.324 -0.118
C -7.609 4.207 -1.641 0.115 0.097 -0.213 -0.062
N -7.281 4.812 -2.992 0.337 0.116 0.484 0.068
C -6.066 5.705 -2.873 -0.095 -0.308 -0.025 -0.061
C -4.835 4.812 -2.626 -0.396 -0.279 0.100 -0.119
H -7.590 -1.875 -2.489 0.117 0.033 0.023 0.090
H -5.991 -2.502 -2.919 -0.086 0.109 0.051 0.092
H -6.342 -0.778 -3.117 -0.040 -0.135 0.084 0.076
H -6.230 -2.281 -0.436 0.008 -0.097 0.057 0.127
H -6.588 -0.586 -0.590 -0.011 0.065 0.093 0.111
H -4.231 -3.064 -0.382 0.054 0.030 -0.041 0.163
H -1.104 1.624 -1.947 -0.095 -0.019 0.053 0.150
H -5.981 1.110 -1.473 0.190 -0.017 -0.020 0.114
H -5.940 4.594 -0.304 0.022 0.071 0.068 0.138
H -6.454 2.923 -0.368 0.023 -0.131 0.074 0.124
H -8.144 4.955 -1.064 -0.054 0.084 0.003 0.139
H -8.265 3.363 -1.821 -0.046 -0.102 -0.046 0.136
H -8.081 5.307 -3.375 -0.137 0.143 -0.025 0.186
H -7.050 4.053 -3.627 0.041 -0.184 -0.164 0.179
H -6.264 6.384 -2.051 -0.047 0.056 0.095 0.137
H -5.964 6.285 -3.783 -0.009 0.028 -0.102 0.140
H -4.140 5.362 -1.996 0.080 0.082 0.116 0.133
H -4.339 4.598 -3.565 0.057 -0.058 -0.107 0.135
C 7.425 0.280 3.508 0.105 -0.002 0.002 -0.405
S 5.997 0.220 4.607 0.104 0.016 0.046 0.814
C 4.728 0.772 3.459 -0.111 0.051 -0.056 -0.524
C 4.361 -0.279 2.418 -0.052 0.170 -0.102 -0.245
C 3.265 0.246 1.474 0.153 -0.408 -0.026 -0.204
N 2.508 -0.835 0.768 0.346 0.280 0.356 -0.456
P 1.195 -1.641 1.521 -0.143 0.487 0.248 1.002
C 1.692 -2.040 3.207 -0.017 -0.316 0.132 -0.370
C 2.253 -3.299 3.425 0.039 -0.012 0.111 -0.096
C 2.750 -3.636 4.679 -0.002 0.011 -0.053 -0.056
C 2.680 -2.717 5.718 -0.001 0.025 0.034 -0.051
C 2.095 -1.470 5.514 -0.012 0.006 -0.067 -0.055
C 1.595 -1.131 4.263 0.084 -0.029 0.099 -0.089
C -0.102 -0.386 1.825 -0.036 0.006 0.008 -0.365
C -1.249 -0.862 2.468 -0.150 0.083 0.105 -0.092
C -2.338 -0.025 2.689 0.099 -0.055 -0.057 -0.065
C -2.296 1.300 2.261 -0.006 -0.045 -0.026 -0.081
C -1.171 1.770 1.595 -0.001 -0.042 -0.004 -0.077
C -0.086 0.928 1.369 -0.125 0.064 0.003 -0.093
P 3.174 -1.772 -0.512 0.158 0.811 -0.232 0.980
C 4.843 -2.277 -0.116 0.064 -0.313 0.101 -0.366
C 5.963 -1.525 -0.468 0.157 -0.015 0.102 -0.091
C 7.221 -1.938 -0.050 -0.027 0.028 -0.027 -0.061
C 7.361 -3.093 0.714 0.023 -0.003 -0.001 -0.054
C 6.246 -3.848 1.058 -0.012 0.014 0.003 -0.052
C 4.987 -3.444 0.636 0.093 -0.036 0.031 -0.086
C 3.353 -0.558 -1.861 0.032 -0.110 -0.015 -0.374
C 2.599 0.611 -1.888 0.126 0.067 -0.162 -0.112
C 2.621 1.443 -3.003 -0.106 0.021 0.086 -0.066
C 3.379 1.099 -4.105 0.119 -0.064 -0.181 -0.058
C 4.116 -0.084 -4.099 -0.031 0.051 -0.080 -0.045
C 4.099 -0.909 -2.991 0.012 -0.034 -0.075 -0.094
H 8.313 0.215 4.138 -0.049 -0.012 -0.066 0.036
H 7.451 1.232 2.972 0.010 -0.077 0.067 0.043
H 7.436 -0.549 2.799 -0.012 0.048 0.029 0.015
H 5.065 1.702 2.986 -0.085 -0.073 0.056 0.086
H 3.860 1.011 4.084 0.035 0.006 -0.100 0.068
H 4.018 -1.176 2.931 0.027 -0.025 0.004 0.090
H 5.251 -0.553 1.851 -0.038 -0.008 0.009 0.084
H 3.694 0.914 0.729 0.019 0.063 -0.117 0.119
H 2.552 0.827 2.054 -0.163 0.037 0.050 0.098
H 2.298 -4.020 2.614 -0.021 0.047 0.056 0.100
H 3.184 -4.616 4.846 -0.041 0.102 -0.023 0.115
H 3.073 -2.976 6.697 -0.061 0.040 -0.140 0.117
H 2.028 -0.761 6.334 0.013 -0.077 -0.100 0.116
H 1.137 -0.158 4.112 0.029 -0.077 0.001 0.112
H -1.289 -1.893 2.817 0.003 0.107 -0.033 0.123
H -3.214 -0.406 3.205 0.101 0.038 -0.041 0.112
H -3.134 1.963 2.453 0.104 -0.086 -0.011 0.104
H -1.127 2.802 1.260 0.000 -0.089 0.019 0.110
H 0.768 1.304 0.826 0.114 0.053 -0.005 0.090
H 5.860 -0.618 -1.052 -0.003 -0.058 0.039 0.111
H 8.096 -1.357 -0.323 -0.087 -0.062 0.032 0.117
H 8.347 -3.412 1.034 -0.097 0.038 -0.029 0.117
H 6.358 -4.753 1.644 -0.006 0.080 -0.053 0.116
H 4.115 -4.037 0.895 0.049 0.034 -0.042 0.099
H 2.008 0.888 -1.034 -0.182 0.102 0.272 0.075
H 2.042 2.361 -3.007 0.053 -0.082 0.027 0.109
H 3.393 1.744 -4.978 0.016 -0.082 0.095 0.115
H 4.696 -0.367 -4.971 -0.053 0.038 0.097 0.119
H 4.662 -1.836 -3.006 -0.019 0.026 -0.011 0.121
F -0.490 -2.862 -3.462 0.241 0.176 0.049 0.025
C 0.755 -2.341 -3.125 0.071 -0.310 -1.765 -0.567
F 1.654 -3.289 -3.535 -0.109 0.042 0.143 0.037
F 0.933 -1.308 -4.007 -0.063 0.042 0.237 0.042
```
Positions in Å, forces in eV/Å.

The calculation puts the HOMO energy (spin up / spin down) at -11.5 / -11.6 eV. Its spin multiplicity is 2. As for the gap between HOMO and LUMO (spin up / spin down): 0.2366 / 0.2347 Eh. Its relative energy (zero: lowest compared OMol25 entry of this formula, charge and spin) is 136.8 kJ/mol. The expectation value of S² is 0.757. The value obtained for the electronic energy is -4517.1624 Eh. Its charge is +2.

=====

Entry from the OMol25 dataset: C23H29N6Ti as an isolated structure in a non-equilibrium geometry (the ωB97M-V functional and the def2-TZVPD basis).

```
59
Properties=species:S:1:pos:R:3:forces:R:3:lowdin_charge:R:1
Ti -0.108 0.078 -0.072 0.022 -1.373 1.408 0.789
C 1.801 -1.973 1.482 0.110 -0.521 -0.133 -0.150
C 1.665 -2.714 0.145 0.417 0.071 0.466 -0.166
N 0.569 -2.094 -0.595 -0.416 -0.353 -0.278 -0.112
C 0.749 -2.160 -2.039 -0.010 -0.243 -0.296 -0.127
C -0.382 -1.413 -2.675 0.178 0.051 0.179 -0.225
C -0.866 -1.723 -3.927 -0.348 0.113 -0.220 0.005
C -1.842 -0.914 -4.505 0.280 0.265 0.649 -0.011
C -2.247 0.210 -3.790 0.072 -0.343 -0.355 -0.003
C -1.713 0.457 -2.541 0.213 0.037 0.276 -0.248
C -2.025 1.700 -1.757 -0.382 0.042 -0.381 -0.106
N -0.999 1.855 -0.746 -0.484 0.954 -0.321 -0.164
C 0.370 1.873 -1.133 0.758 1.466 -0.740 -0.113
C 1.990 0.199 0.272 1.509 0.572 0.159 -0.134
N 1.368 -0.597 1.282 0.699 0.097 0.981 -0.189
N -0.812 -0.359 -1.945 -0.959 -0.378 -2.333 0.041
H 2.843 -2.022 1.838 -0.304 -0.011 -0.043 0.133
H 1.152 -2.431 2.240 0.117 0.173 -0.133 0.129
H 1.501 -3.787 0.308 0.090 0.216 -0.076 0.135
H 2.585 -2.606 -0.435 -0.139 -0.013 0.022 0.120
H -0.291 -2.590 -0.362 0.126 0.080 -0.028 0.106
H 0.804 -3.191 -2.418 0.033 0.164 0.016 0.141
H 1.690 -1.649 -2.297 -0.188 -0.132 0.110 0.146
H -0.478 -2.579 -4.457 0.047 -0.076 0.017 0.124
H -2.232 -1.126 -5.486 -0.082 -0.024 -0.090 0.119
H -2.953 0.907 -4.212 -0.107 0.097 -0.023 0.127
H -2.996 1.607 -1.250 0.169 -0.029 -0.104 0.142
H -2.074 2.564 -2.438 -0.004 -0.179 0.137 0.144
H -1.241 2.564 -0.056 0.118 -0.381 -0.074 0.145
H 0.946 2.670 -0.672 -0.060 -0.155 0.019 0.078
H 0.524 1.817 -2.213 0.073 -0.103 0.222 0.091
H 2.400 1.129 0.663 -0.049 -0.113 -0.155 0.073
H 2.721 -0.337 -0.332 -0.160 0.072 -0.049 0.077
H 1.300 -0.100 2.170 -0.054 -0.138 -0.337 0.135
C -2.575 -1.994 0.537 -0.259 -0.086 0.138 -0.164
N -1.772 -0.811 0.852 -0.491 -0.101 0.491 -0.056
C -2.125 -0.140 1.909 -0.271 -0.147 0.245 -0.061
C -1.421 0.999 2.319 0.079 0.470 0.538 -0.312
C -1.660 1.923 3.357 -0.102 -0.349 -0.235 -0.024
C -0.652 2.865 3.273 -0.029 0.062 0.065 -0.074
C 0.165 2.478 2.206 0.069 0.016 0.004 -0.148
N -0.289 1.362 1.629 -0.154 0.139 0.410 -0.093
C -4.034 -1.658 0.354 0.137 -0.197 -0.075 -0.227
C -4.487 -1.197 -0.876 -0.061 -0.036 0.095 -0.042
C -5.820 -0.864 -1.047 0.044 0.070 -0.110 -0.071
C -6.705 -0.978 0.012 -0.098 -0.021 0.039 -0.075
C -6.260 -1.444 1.237 -0.076 0.036 0.017 -0.066
C -4.930 -1.787 1.407 0.034 -0.038 -0.101 -0.052
H -2.463 -2.729 1.347 -0.004 -0.019 -0.231 0.131
H -2.206 -2.438 -0.395 -0.015 0.023 0.127 0.102
H -2.978 -0.448 2.515 -0.008 0.026 -0.100 0.136
H -2.469 1.887 4.062 -0.169 0.017 0.144 0.106
H -0.514 3.726 3.895 0.052 0.161 0.154 0.096
H 1.061 2.968 1.867 0.161 0.071 -0.129 0.109
H -3.800 -1.121 -1.710 0.063 -0.025 -0.056 0.097
H -6.168 -0.530 -2.013 -0.055 0.053 -0.074 0.106
H -7.746 -0.723 -0.119 -0.078 0.029 -0.033 0.108
H -6.952 -1.552 2.056 -0.079 -0.008 0.096 0.109
H -4.593 -2.177 2.357 0.027 -0.050 0.089 0.114
```
Positions in Å, forces in eV/Å.

The calculation puts the HOMO energy (spin up / spin down) at -9.4 / -10.5 eV. Its spin multiplicity is 3. As for the gap between HOMO and LUMO (spin up / spin down): 0.2481 / 0.2409 Eh. Its relative energy (zero: lowest compared OMol25 entry of this formula, charge and spin) is 80.7 kJ/mol. The expectation value of S² is 2.011. The value obtained for the electronic energy is -2071.6386 Eh. Its charge is +1.

=====

Entry from the OMol25 dataset: a 11-piece molecular cluster, C7H33NO10 overall (the ωB97M-V functional and the def2-TZVPD basis).

```
51
Properties=species:S:1:pos:R:3:forces:R:3:lowdin_charge:R:1
C -0.363 -3.680 1.774 -0.272 -0.381 0.446 -0.012
C 0.330 -3.735 0.642 0.037 0.504 0.522 -0.162
C 1.271 -2.687 0.196 -0.208 -0.428 0.123 -0.108
C 1.067 -1.375 0.315 0.401 -0.362 -0.176 -0.123
C 2.002 -0.368 -0.272 0.532 0.242 0.446 -0.164
C 2.484 0.725 0.723 -0.539 -0.047 -0.506 -0.436
C 1.289 1.447 1.351 -0.072 -0.030 0.213 -0.060
N 3.320 1.719 0.063 0.203 0.155 0.228 0.034
H -0.277 -2.902 2.518 0.294 0.352 -0.135 0.055
H -1.045 -4.464 2.087 0.070 -0.127 -0.286 0.067
H 0.223 -4.615 0.028 0.051 -0.114 -0.263 0.094
H 2.175 -3.078 -0.277 -0.154 0.333 -0.119 0.107
H 0.177 -0.998 0.817 -0.010 -0.159 -0.196 0.096
H 2.901 -0.857 -0.681 -0.306 -0.023 0.032 0.117
H 1.504 0.138 -1.107 -0.042 0.138 -0.008 0.094
H 3.070 0.230 1.506 -0.005 0.194 -0.014 0.135
H 0.523 1.708 0.611 0.191 0.107 -0.203 0.073
H 1.622 2.351 1.861 0.036 0.009 -0.108 0.086
H 0.784 0.843 2.099 0.118 -0.024 -0.066 0.029
H 2.829 2.110 -0.729 0.010 0.053 -0.176 0.051
H 4.213 1.363 -0.256 -0.146 -0.140 -0.001 0.070
O 1.451 -0.660 3.770 -0.385 -0.250 -0.478 -0.085
H 0.509 -0.556 3.501 0.586 -0.093 0.344 -0.017
H 1.856 -1.046 2.978 -0.018 0.037 0.348 0.016
O -1.711 -1.341 -1.043 0.623 0.599 -0.265 -0.053
H -2.429 -1.740 -1.528 -0.439 -0.257 -0.183 0.064
H -1.293 -0.718 -1.695 -0.324 -0.271 0.475 0.039
O -2.462 0.521 0.819 -0.087 -0.824 -0.465 -0.082
H -2.183 -0.191 0.172 0.191 0.430 0.253 0.033
H -3.307 0.130 1.085 -0.092 0.174 0.351 0.075
O -1.245 -0.255 3.176 -0.089 -0.025 -0.936 -0.077
H -1.555 0.173 2.327 0.097 -0.243 0.767 0.039
H -1.543 0.285 3.904 -0.174 0.375 0.277 0.075
O -1.087 0.744 -2.760 -0.107 -0.043 -0.021 -0.092
H -0.954 0.313 -3.618 0.140 0.072 0.133 0.057
H -0.283 1.305 -2.660 -0.143 -0.169 -0.184 0.015
O -3.058 -2.169 2.167 0.497 0.124 0.077 -0.080
H -2.469 -2.605 1.530 -0.246 0.075 0.152 0.005
H -2.423 -1.740 2.782 -0.463 -0.184 -0.385 0.011
O -2.529 2.421 -1.201 0.008 0.015 0.229 -0.075
H -2.599 1.817 -0.428 0.069 0.313 -0.391 0.019
H -2.232 1.863 -1.942 -0.189 -0.076 0.169 0.014
O 0.833 -0.332 -4.263 0.634 -0.673 0.120 -0.059
H 1.187 -1.214 -4.029 -0.275 0.738 -0.202 0.072
H 1.329 0.294 -3.710 -0.072 -0.170 -0.114 0.024
O 1.100 2.403 -2.758 -0.162 0.043 0.147 -0.086
H 1.182 2.850 -3.608 0.016 0.026 0.026 0.071
H 0.582 3.042 -2.182 0.368 0.012 -0.119 0.014
O -0.355 4.041 -1.274 -0.289 -0.348 -0.219 -0.061
H -1.179 3.487 -1.176 0.080 0.301 0.135 0.024
H -0.034 4.208 -0.387 0.061 0.041 0.206 0.058
```
Positions in Å, forces in eV/Å.

The calculation puts the HOMO energy at -8.8 eV. Its spin multiplicity is 1. Its SMILES is C=C/C=C/C[C@H](C)N.O.O.O.O.O.O.O.O.O.O. As for the gap between HOMO and LUMO: 0.3260 Eh. Its relative energy (zero: lowest compared OMol25 entry of this formula, charge and spin) is 7.4 kJ/mol. The value obtained for the electronic energy is -1093.6768 Eh.

=====

Entry from the OMol25 dataset: a 5-piece molecular cluster, C3H16O4S overall in a non-equilibrium geometry (the ωB97M-V functional and the def2-TZVPD basis).

```
24
Properties=species:S:1:pos:R:3:forces:R:3:lowdin_charge:R:1
C -2.582 0.277 -0.378 -0.227 -0.748 0.768 -0.178
C -1.286 0.068 -1.153 0.328 1.213 -0.457 -0.537
S -1.045 1.564 -2.204 0.042 -0.382 -0.085 0.775
C 0.163 1.010 -3.461 -0.665 -0.548 0.706 -0.404
H -3.078 1.239 -0.496 0.215 0.064 -0.396 0.053
H -2.416 0.194 0.703 0.063 -0.092 -0.152 0.050
H -3.297 -0.509 -0.645 0.005 0.263 0.041 0.075
H -1.300 -0.820 -1.768 -0.186 -0.149 -0.240 0.065
H -0.396 0.020 -0.542 -0.020 -0.220 0.474 0.051
H 0.366 -0.057 -3.346 0.195 0.150 0.275 0.034
H -0.350 1.085 -4.394 0.025 0.357 -0.795 0.007
H 1.066 1.595 -3.412 0.246 0.084 -0.115 0.019
O 2.896 -1.686 2.162 0.001 0.417 0.384 -0.062
H 2.570 -0.774 2.149 0.080 -0.228 -0.220 0.019
H 3.263 -1.749 3.053 0.034 -0.164 -0.152 0.042
O 0.452 -2.972 0.820 -0.065 -0.510 -0.152 -0.061
H 0.274 -3.812 1.260 -0.135 0.106 0.084 0.046
H 1.191 -3.212 0.243 0.011 0.407 0.145 0.047
O 2.315 1.997 1.935 -0.251 -0.237 -0.184 -0.056
H 1.555 1.408 2.032 -0.016 0.130 0.158 0.023
H 2.137 2.440 1.096 0.121 0.034 0.061 0.038
O -0.641 -0.878 2.929 0.126 0.129 0.136 -0.058
H -1.512 -0.748 2.544 0.028 -0.104 -0.048 0.015
H -0.262 -1.643 2.482 0.045 0.028 -0.237 -0.002
```
Positions in Å, forces in eV/Å.

The calculation puts the HOMO energy at -8.5 eV. Its spin multiplicity is 1. Its SMILES is CCSC.O.O.O.O. As for the gap between HOMO and LUMO: 0.3272 Eh. Its relative energy (zero: lowest compared OMol25 entry of this formula, charge and spin) is 117.9 kJ/mol. The value obtained for the electronic energy is -823.0160 Eh.